1.
Here is a structure of composition C14H36F3InN2O9PS3 at a distorted geometry from OMol25. Energies are from wB97M-V/def2-TZVPD.

```
69
Properties=species:S:1:pos:R:3:forces:R:3
C 7.6893 -2.0575 0.3436 0.2 0.5 -0.3
C 7.4365 -2.1211 -1.2524 0.3 -0.8 0.9
C 5.9630 -2.6727 -1.5617 1.0 0.7 -1.4
C 4.8848 -1.5004 -1.4737 -0.5 -0.5 -0.6
N 3.6848 -1.8490 -0.6190 1.1 -0.3 -0.6
In 1.9972 -1.2403 -1.7731 1.0 -0.6 -0.6
N 1.4679 -2.7707 -3.1564 0.8 -0.4 0.3
C 1.8607 -4.1310 -2.6931 -0.2 -1.2 -0.8
C 0.9360 -4.7064 -1.5324 -0.1 0.4 0.8
C 1.7163 -5.1318 -0.2014 0.3 -0.4 -0.4
P 2.6984 0.9565 -2.9246 -0.6 2.5 3.1
O 2.6121 2.0944 -1.8531 0.2 -1.8 -1.7
S -0.0578 -0.7012 -0.4408 -5.1 0.4 -2.5
O -0.6511 0.5583 -1.0561 2.1 -1.8 1.7
O -1.1462 -1.7594 -0.5171 2.9 1.2 1.1
C 0.2278 -0.3240 1.3663 -1.5 1.4 2.5
F -1.0262 -0.0078 1.9350 2.3 -0.6 -1.0
F 0.9876 0.8435 1.4950 -0.9 -2.7 0.0
F 0.7208 -1.3842 2.1154 -0.3 2.1 -1.5
H 6.7405 -2.3392 0.9094 1.3 0.3 -0.7
H 7.9929 -1.0102 0.6773 -0.4 -1.3 -0.4
H 8.5600 -2.7476 0.6090 -1.3 0.8 -0.2
H 8.2442 -2.8270 -1.6500 -1.3 0.8 0.3
H 7.6425 -1.1191 -1.7561 -0.6 -1.2 0.7
H 5.7115 -3.5931 -0.9465 0.3 1.3 -0.4
H 5.9953 -3.0185 -2.6541 -0.2 0.3 1.4
H 4.4955 -1.3223 -2.5418 1.0 -0.1 1.1
H 5.3840 -0.5328 -1.1617 -0.6 -1.0 -0.1
H 3.7426 -2.8802 -0.5652 -0.5 0.8 0.1
H 2.0646 -2.6023 -3.9858 -0.6 0.1 0.5
H 1.7187 -4.8274 -3.5960 0.4 0.8 1.1
H 2.9701 -4.2035 -2.4157 -1.3 0.0 -0.1
H 0.3175 -5.6101 -1.8506 0.8 1.3 0.1
H 0.1967 -3.8958 -1.2493 0.7 -0.8 -0.5
H 2.8270 -4.8660 -0.2841 -1.5 -0.2 0.3
H 1.6801 -6.2667 -0.1121 0.1 1.4 0.1
H 1.2669 -4.6704 0.7343 0.6 -0.6 -1.2
H 1.8155 1.3268 -3.9982 0.8 -0.4 -0.3
H 4.0797 0.9053 -3.3445 -0.7 -0.2 -0.7
O -4.3469 5.2519 1.0326 0.2 0.5 -0.8
S -3.2624 5.7593 0.2280 1.3 -0.4 -0.1
O -3.4434 6.1022 -1.1567 -0.4 -0.1 0.6
O -1.9985 4.7710 0.3596 -0.7 1.3 0.4
C -2.1777 3.3737 0.0720 0.0 -1.2 -0.6
C -2.2245 3.1097 -1.4186 -0.4 0.2 -0.3
C -2.5399 7.1448 1.0589 0.1 0.0 0.1
H -3.0705 2.9879 0.5688 0.0 0.2 0.0
H -1.3194 2.8518 0.5001 0.0 0.3 0.1
H -3.1239 3.5393 -1.8671 0.0 0.0 0.1
H -2.2266 2.0384 -1.6176 0.1 0.1 0.2
H -1.3656 3.5632 -1.9182 0.0 -0.1 0.1
H -2.3542 6.8760 2.0974 0.0 0.0 -0.1
H -3.2473 7.9721 1.0053 0.0 -0.1 -0.1
H -1.6135 7.4136 0.5540 -0.1 -0.1 0.0
O -4.6738 1.0268 1.1446 0.0 -0.2 0.6
S -4.9096 1.3996 2.5131 -0.2 0.5 0.2
O -4.0543 0.9506 3.5789 -0.2 -0.1 -0.6
O -6.4419 1.0450 2.8946 0.4 0.5 -0.1
C -6.9039 -0.2866 2.6716 -0.2 -0.8 0.0
C -6.4113 -1.2383 3.7460 0.3 -0.1 0.1
C -5.0550 3.1595 2.6099 -0.3 -0.4 0.3
H -6.6169 -0.6330 1.6748 0.1 0.2 0.0
H -7.9955 -0.2495 2.6982 0.1 0.3 0.0
H -5.3294 -1.3711 3.6868 -0.1 0.0 0.0
H -6.8787 -2.2192 3.6353 0.0 0.1 0.0
H -6.6353 -0.8469 4.7410 -0.1 0.0 -0.1
H -5.7409 3.5003 1.8387 0.1 -0.1 0.0
H -4.0688 3.5850 2.4479 -0.1 -0.2 0.0
H -5.4178 3.4282 3.6014 0.0 -0.1 0.0
```
Forces are in eV/Å.

Computed properties:
Net charge   -1
HOMO-LUMO gap   7.52 eV



2.
Here is a cluster of 2 separate species, C2H7PS2 in total at a distorted geometry from OMol25. Energies are from wB97M-V/def2-TZVPD.

```
12
Properties=species:S:1:pos:R:3:forces:R:3
C -0.3448 -0.7679 -0.6340 -3.0 2.0 -6.0
C 0.7566 -0.7337 0.2387 4.3 -1.3 -1.1
P -1.9921 -0.0686 0.0242 1.3 -0.7 -0.6
S 1.8115 -2.2332 -0.2776 -0.3 0.2 0.2
S 1.9076 0.6835 0.2172 -0.9 0.3 1.1
H 0.0375 0.2472 -2.1558 -0.7 -1.9 3.0
H -0.4880 -1.6352 -1.3057 0.2 0.3 0.8
H 0.4327 -1.0099 1.1822 -0.3 0.1 2.2
H -1.5601 1.2088 -0.2751 -0.2 0.8 0.0
H -1.2856 -0.0357 1.2248 -0.6 0.3 0.9
H 2.8414 -1.9783 0.5409 0.0 0.0 0.0
H 2.1622 0.4820 -1.0564 0.2 0.0 -0.7
```
Forces are in eV/Å.

Computed properties:
HOMO-LUMO gap   8.66 eV
Energy above the lowest of the compared OMol25 structures with the same formula, charge and spin   4.859 eV



3.
Here is a cluster of 13 separate species, C39H78O39 in total at a distorted geometry from OMol25. Energies are from wB97M-V/def2-TZVPD.

```
156
Properties=species:S:1:pos:R:3:forces:R:3
C -2.7450 -4.9127 5.8293 0.3 -1.2 -0.7
O -2.3870 -3.6426 6.3252 -0.5 0.6 0.7
C -1.9198 -2.7058 5.5153 0.9 -1.1 -0.7
O -1.8327 -2.8335 4.3190 -0.2 0.4 -0.2
O -1.4274 -1.7161 6.2410 -0.6 0.1 -0.1
C -0.9281 -0.5998 5.5089 1.0 0.9 1.0
H -2.3151 -5.1898 4.8629 0.5 0.5 0.1
H -3.8060 -5.0759 5.6387 -0.2 0.5 0.6
H -2.3542 -5.6013 6.5750 -0.3 -0.2 0.0
H 0.1643 -0.6280 5.5445 0.0 -0.4 -0.5
H -1.1314 0.2653 6.1431 -0.5 0.0 -0.3
H -1.2990 -0.4733 4.4980 -0.2 -0.3 0.0
C -2.0170 4.6037 -3.5898 0.8 1.2 -0.3
O -3.3318 4.1797 -3.8938 0.1 -1.8 1.1
C -4.0387 4.6446 -4.8816 0.3 1.4 -1.4
O -3.8165 5.6665 -5.4902 -0.2 -0.2 0.1
O -5.0275 3.7887 -5.1508 0.0 -0.6 0.7
C -6.1077 4.1639 -5.9672 -0.8 0.9 -0.5
H -2.0490 5.5639 -3.0783 0.0 0.0 0.1
H -1.3750 4.7500 -4.4597 -0.4 0.0 -0.3
H -1.5034 3.8794 -2.9658 -0.6 -0.3 0.1
H -6.5453 3.2610 -6.3828 0.2 -0.1 -0.1
H -5.8632 4.8807 -6.7526 0.5 -0.3 -0.1
H -6.9021 4.6785 -5.4179 0.2 -0.2 0.5
C 0.0655 -0.6687 -3.7628 -0.4 -1.5 -0.7
O -0.0171 0.7031 -4.0612 -0.4 1.2 1.3
C 0.4404 1.1774 -5.2108 0.5 -1.6 -0.2
O 0.8839 0.4893 -6.0927 0.1 0.4 -0.3
O 0.3460 2.4917 -5.1753 -0.5 0.3 0.5
C 0.8555 3.2481 -6.2251 1.3 1.8 -1.5
H -0.4970 -1.2335 -4.5099 0.4 -0.1 -0.2
H -0.4214 -0.9230 -2.8246 0.0 0.8 0.2
H 1.0922 -1.0247 -3.6918 0.0 0.1 -0.3
H 0.6980 2.9527 -7.2644 -0.6 -0.8 0.4
H 1.9420 3.3980 -6.1900 0.0 -0.5 0.5
H 0.4735 4.2688 -6.1572 -0.4 -0.2 0.4
C 0.7967 -6.4589 0.9678 0.9 0.9 -0.5
O -0.1799 -7.3523 1.4556 -0.1 0.1 0.0
C 0.1347 -8.0892 2.5339 -1.0 0.7 -0.9
O 1.1533 -8.0293 3.1470 0.2 -0.4 0.5
O -0.9789 -8.8115 2.7536 0.4 0.3 0.8
C -1.0398 -9.4912 3.9875 -0.9 -1.6 1.1
H 1.3591 -5.9076 1.7241 -0.1 -0.6 0.4
H 0.3268 -5.6585 0.3964 -0.5 -0.4 -0.1
H 1.5073 -6.9677 0.3155 0.0 -0.1 0.1
H -2.0356 -9.4784 4.4449 -0.3 0.7 -0.7
H -0.4075 -9.1538 4.8064 0.6 0.2 -0.6
H -0.9374 -10.5662 3.8183 0.7 0.1 -0.1
C -5.2792 -3.1922 4.1831 0.1 0.9 0.9
O -5.2837 -4.4643 3.5570 -0.6 -0.1 0.5
C -4.4958 -4.5812 2.5032 0.7 0.3 -0.2
O -3.9403 -3.6631 1.9572 0.0 -0.3 -0.3
O -4.3897 -5.8751 2.2091 -0.6 -0.1 0.2
C -3.5445 -6.2099 1.1322 0.3 -0.2 -1.2
H -4.3263 -3.0051 4.6743 0.1 -0.1 -0.2
H -6.0231 -3.1833 4.9763 -0.2 -0.4 -0.2
H -5.4628 -2.3302 3.5450 -0.1 -0.4 -0.5
H -3.7649 -7.2201 0.7865 0.1 -0.2 0.8
H -2.5042 -6.0982 1.4318 0.0 -0.1 -0.2
H -3.7630 -5.6594 0.2129 0.1 0.7 0.4
C -0.9483 -2.1779 0.8406 -0.4 -0.2 1.9
O -0.3517 -1.2648 -0.0558 0.2 -0.8 -1.0
C -0.5618 0.0300 0.1360 0.5 -0.7 -0.3
O -1.0470 0.5072 1.1188 -0.5 0.7 0.4
O -0.0760 0.6509 -0.9339 -0.3 0.1 0.4
C -0.1765 2.0773 -0.9589 0.0 0.5 0.4
H -2.0295 -2.2658 0.7346 0.0 0.3 -0.2
H -0.7323 -1.8627 1.8652 -0.2 0.1 0.0
H -0.5566 -3.1871 0.7678 0.4 0.3 -0.7
H 0.0159 2.5487 0.0094 0.5 -0.4 0.1
H -1.1925 2.4147 -1.1760 0.1 -0.3 -0.6
H 0.5986 2.3301 -1.6773 -0.4 0.6 -0.1
C -2.7073 -3.8795 -2.0380 -0.1 0.1 -1.0
O -1.4280 -3.9467 -1.4273 -0.6 -0.1 1.9
C -0.3415 -3.8879 -2.1513 0.6 -0.9 -1.4
O -0.3174 -3.9280 -3.3574 0.1 0.5 0.0
O 0.7385 -3.9046 -1.3616 -0.4 -0.1 0.4
C 2.0078 -3.8599 -2.0216 0.1 0.1 -0.1
H -2.8412 -4.6870 -2.7579 0.3 0.1 -0.2
H -2.7907 -2.9075 -2.5220 -0.2 -0.1 -0.2
H -3.5199 -3.9918 -1.3249 0.5 0.2 0.6
H 2.2543 -4.7917 -2.5304 -0.4 0.0 -0.2
H 2.7586 -3.7286 -1.2468 -0.2 0.3 0.1
H 1.9938 -3.0263 -2.7196 0.3 -0.1 -0.1
C 2.6155 -6.3462 6.8013 1.1 -0.5 -0.3
O 2.2446 -5.6435 5.6348 -0.9 1.0 -0.5
C 3.2180 -5.0079 4.9014 -1.8 -1.9 0.7
O 4.3601 -5.3053 4.9708 1.2 0.5 0.1
O 2.6811 -4.1713 4.0311 0.5 0.7 -0.1
C 1.2691 -4.0587 3.8661 -0.3 -0.9 -0.9
H 3.3948 -7.0620 6.5218 0.3 0.3 0.4
H 1.8058 -6.9673 7.1796 -0.4 0.5 -0.3
H 2.9360 -5.6121 7.5409 0.2 -0.4 0.2
H 0.8268 -5.0446 4.0049 -0.3 0.2 0.3
H 1.1355 -3.8402 2.8059 0.0 0.4 0.1
H 0.7866 -3.2872 4.4592 0.3 -0.1 0.3
C 7.0028 0.8252 -3.2926 1.8 -0.2 0.3
O 5.6553 0.5964 -2.9921 -0.3 0.7 -0.8
C 5.2765 -0.2495 -2.0322 0.0 0.9 -0.7
O 6.0092 -0.8641 -1.3250 0.0 -0.5 0.3
O 3.9482 -0.2725 -1.9926 -0.4 -1.4 1.2
C 3.0918 0.5705 -2.7367 0.4 1.4 -0.6
H 7.0842 1.4093 -4.2055 -0.4 -0.1 -0.1
H 7.6018 -0.0819 -3.4057 -0.5 -0.3 -0.2
H 7.5770 1.3620 -2.5308 -0.6 0.2 0.3
H 2.1260 0.6444 -2.2454 0.1 -0.5 0.2
H 2.9826 0.2683 -3.7794 0.1 -0.3 0.1
H 3.5069 1.5780 -2.7246 -0.1 0.0 -0.2
C 2.6566 0.7186 1.1419 -2.1 0.1 0.3
O 3.8268 1.4999 1.0033 0.4 -0.8 0.4
C 3.9922 2.3933 0.0605 -0.5 0.9 -0.8
O 3.1970 2.8199 -0.7519 -0.2 -0.5 0.5
O 5.2432 2.8295 0.1266 0.7 -0.4 0.9
C 5.6592 3.8328 -0.7687 -0.1 0.6 -0.6
H 2.1373 0.3926 0.2405 0.8 0.2 -0.5
H 1.8709 1.2608 1.6778 0.3 0.5 0.1
H 2.8040 -0.1717 1.7476 0.9 0.1 -0.1
H 6.7350 3.9459 -0.6594 0.0 -0.3 0.0
H 5.2250 4.8104 -0.5448 -0.3 -0.2 0.1
H 5.3870 3.5661 -1.7909 0.1 0.0 0.0
C -0.8331 2.5912 3.4887 -1.2 0.5 0.4
O 0.2643 3.0818 2.7446 0.9 -1.0 0.0
C 0.4397 4.3820 2.6004 0.9 0.0 0.4
O -0.1541 5.2600 3.1492 -0.7 0.4 0.0
O 1.5028 4.5480 1.7962 0.0 -0.2 -0.6
C 1.6923 5.8815 1.3420 0.0 0.8 0.3
H -1.6761 3.1975 3.1495 -0.4 -0.6 0.2
H -0.8222 2.6699 4.5817 0.8 0.7 -0.1
H -0.9232 1.5212 3.3261 0.0 0.2 -0.8
H 2.5081 5.9486 0.6272 0.0 -0.6 0.0
H 1.9486 6.5343 2.1773 -0.1 0.0 0.1
H 0.7873 6.2642 0.8740 -0.1 0.0 0.0
C -2.0472 6.8238 0.0167 -0.4 -0.1 -1.5
O -2.7556 6.0113 0.9534 0.7 1.1 0.4
C -2.9237 4.7691 0.5643 -0.6 -0.8 0.2
O -2.6896 4.3106 -0.5237 0.2 0.0 0.0
O -3.4486 4.0984 1.5977 0.4 -0.1 0.6
C -3.7727 2.7408 1.3598 -1.5 -0.8 -1.4
H -1.7831 7.8096 0.3830 -0.2 -0.3 0.7
H -2.6887 6.9684 -0.8563 0.0 0.1 0.0
H -1.1732 6.3122 -0.3841 0.1 -0.1 0.3
H -2.9697 2.0705 1.0596 0.4 0.4 0.2
H -4.5156 2.7359 0.5540 0.3 -0.1 -0.2
H -4.3435 2.2799 2.1637 0.5 0.6 0.7
C 2.1377 8.4271 -6.0986 -0.1 0.1 -0.4
O 2.5438 7.5000 -5.0996 1.2 0.9 -0.1
C 1.6522 6.8911 -4.3732 -1.0 -1.6 1.0
O 0.4581 6.8570 -4.5298 0.0 0.2 -0.1
O 2.3141 6.2215 -3.4139 1.2 0.1 -0.3
C 1.6945 5.2557 -2.5825 -1.5 0.4 0.2
H 2.1980 7.9034 -7.0519 -0.5 0.1 -0.1
H 2.8496 9.2492 -6.1564 0.2 -0.2 0.4
H 1.1629 8.8555 -5.8777 -0.2 -0.3 -0.2
H 1.2142 4.4466 -3.1365 0.2 0.0 -0.3
H 0.8999 5.7598 -2.0234 0.0 -0.1 0.1
H 2.4070 4.8443 -1.8742 0.3 0.1 -0.3
```
Forces are in eV/Å.

Computed properties:
HOMO-LUMO gap   10.69 eV
Energy above the lowest of the compared OMol25 structures with the same formula, charge and spin   2.596 eV



4.
Here is the molecule C6H12O from OMol25. Energies are from wB97M-V/def2-TZVPD.

```
19
Properties=species:S:1:pos:R:3:forces:R:3
C -1.4404 -1.3025 -0.6380 0.0 0.0 -0.1
C -1.2519 0.1544 -0.1719 -0.1 0.1 0.0
C 0.2154 0.5510 -0.0074 0.0 -0.2 -0.1
C 0.9123 1.0822 -1.2566 0.0 -0.1 0.0
C 0.8405 1.0829 1.2736 0.0 0.2 0.1
C 1.0131 -0.3466 0.9084 0.3 0.1 -0.1
O 0.3363 -1.1864 1.8049 0.1 -0.3 -0.1
H -1.1694 -2.0210 0.1403 -0.1 0.2 -0.2
H -0.8435 -1.5426 -1.5261 -0.1 0.2 0.1
H -2.4900 -1.5015 -0.8763 0.1 0.1 0.0
H -1.7984 0.2936 0.7661 0.1 0.0 -0.1
H -1.7232 0.8073 -0.9169 0.1 0.0 0.2
H 1.0482 0.3148 -2.0254 -0.1 0.0 0.0
H 0.3470 1.9115 -1.7038 0.0 -0.2 0.2
H 1.9027 1.4873 -1.0138 -0.2 -0.2 0.0
H 0.2492 1.2631 2.1663 -0.1 -0.1 -0.2
H 1.7076 1.7284 1.1629 -0.3 0.0 0.0
H 1.9561 -0.7342 0.5270 0.1 0.1 0.3
H 0.1883 -2.0416 1.3867 0.1 0.1 0.1
```
Forces are in eV/Å.

Computed properties:
SMILES   CC[C@@]1(C)C[C@H]1O
HOMO-LUMO gap   10.19 eV
Energy above the lowest of the compared OMol25 structures with the same formula, charge and spin   1.355 eV



| no. | calculated total energy (Eh) |
| --- | --- |
| 1 | -3367.26720 |
| 2 | -1217.95644 |
| 3 | -4467.18423 |
| 4 | -311.00949 |